This record from the OMol25 dataset describes 4 unconnected molecules or ions with the total composition C57H41N2O9PS. The level of theory is the ωB97M-V functional and the def2-TZVPD basis.

```
111
Properties=species:S:1:pos:R:3:lowdin_charge:R:1
C -1.85 2.65 -0.27 -0.02
C -1.16 1.29 -0.15 -0.38
O -0.03 1.43 0.73 -0.05
C -2.06 0.13 0.26 -0.12
N -2.95 0.37 1.43 -0.03
C -3.63 -0.85 1.76 -0.25
C -4.94 -1.02 1.35 -0.01
C -5.61 -2.21 1.61 -0.08
C -4.97 -3.22 2.32 -0.08
C -3.67 -3.05 2.75 -0.10
C -2.99 -1.87 2.47 -0.44
S -1.33 -1.63 3.01 1.06
C -1.45 0.09 3.38 -0.44
C -0.76 0.61 4.46 -0.07
C -0.87 1.96 4.76 -0.26
P 0.05 2.72 6.09 0.46
N 1.07 3.79 5.62 -0.16
O 0.70 1.46 6.83 -0.15
O -1.06 3.15 7.18 -0.14
C -1.71 2.77 3.99 -0.06
C -2.41 2.23 2.93 0.00
C -2.26 0.90 2.59 -0.23
H -1.28 3.38 0.30 0.09
H -2.86 2.64 0.13 0.07
H -1.87 2.99 -1.30 0.04
H -0.78 1.02 -1.15 0.13
H 0.28 0.54 0.95 0.09
H -1.45 -0.77 0.41 0.11
H -2.72 -0.07 -0.59 0.14
H -5.43 -0.23 0.80 0.12
H -6.63 -2.34 1.26 0.11
H -5.50 -4.14 2.54 0.11
H -3.18 -3.83 3.33 0.10
H -0.14 -0.03 5.07 0.11
H 1.00 4.69 6.07 -0.02
H 1.66 1.60 6.76 0.09
H -1.58 3.88 6.82 0.08
H -1.81 3.82 4.22 0.11
H -3.07 2.86 2.34 0.12
O -3.29 4.60 -8.29 0.11
C -3.12 4.52 -7.09 -0.28
C -2.01 3.69 -6.53 -0.08
C -1.15 3.03 -7.41 0.00
C -0.10 2.28 -6.91 -0.05
C 0.10 2.19 -5.53 -0.05
C -0.75 2.84 -4.66 0.01
C -1.82 3.59 -5.15 -0.08
C -2.74 4.25 -4.19 -0.26
O -2.60 4.12 -2.99 0.09
C -3.83 5.10 -4.75 -0.08
C -4.68 5.76 -3.88 0.00
C -5.69 6.57 -4.38 -0.06
C -5.86 6.71 -5.75 -0.06
C -5.02 6.05 -6.63 0.00
C -4.00 5.23 -6.13 -0.08
H -1.32 3.12 -8.47 0.12
H 0.57 1.77 -7.59 0.11
H 0.93 1.62 -5.13 0.09
H -0.60 2.77 -3.59 0.11
H -4.54 5.64 -2.81 0.12
H -6.35 7.09 -3.70 0.11
H -6.64 7.35 -6.14 0.11
H -5.13 6.14 -7.70 0.12
O 1.63 -9.45 1.58 0.11
C 1.36 -8.79 2.56 -0.28
C 1.71 -9.26 3.93 -0.08
C 2.37 -10.47 4.08 0.00
C 2.72 -10.91 5.34 -0.06
C 2.42 -10.15 6.46 -0.06
C 1.75 -8.94 6.32 0.00
C 1.39 -8.49 5.06 -0.08
C 0.66 -7.20 4.93 -0.28
O 0.35 -6.56 5.91 0.11
C 0.34 -6.72 3.56 -0.08
C -0.31 -5.50 3.41 0.00
C -0.60 -5.02 2.14 -0.07
C -0.25 -5.76 1.02 -0.05
C 0.39 -6.98 1.16 0.00
C 0.68 -7.46 2.43 -0.08
H 2.60 -11.05 3.20 0.12
H 3.24 -11.86 5.45 0.11
H 2.70 -10.49 7.45 0.11
H 1.51 -8.34 7.18 0.12
H -0.57 -4.93 4.29 0.12
H -1.11 -4.07 2.03 0.04
H -0.48 -5.38 0.03 0.11
H 0.67 -7.57 0.30 0.12
O 7.68 2.34 -1.49 0.11
C 6.54 2.36 -1.89 -0.28
C 5.39 2.46 -0.96 -0.09
C 5.63 2.54 0.41 0.00
C 4.57 2.66 1.29 -0.05
C 3.26 2.71 0.81 -0.05
C 3.02 2.61 -0.54 0.00
C 4.07 2.47 -1.43 -0.08
C 3.78 2.33 -2.88 -0.27
O 2.63 2.26 -3.28 0.09
C 4.93 2.27 -3.83 -0.08
C 4.68 2.19 -5.19 0.00
C 5.74 2.16 -6.08 -0.06
C 7.05 2.20 -5.62 -0.06
C 7.30 2.27 -4.26 0.00
C 6.24 2.30 -3.36 -0.08
H 6.65 2.52 0.77 0.12
H 4.76 2.73 2.36 0.11
H 2.43 2.82 1.50 0.11
H 2.00 2.64 -0.92 0.11
H 3.66 2.17 -5.54 0.11
H 5.55 2.10 -7.15 0.11
H 7.87 2.17 -6.32 0.11
H 8.31 2.29 -3.88 0.12
```

This record from the OMol25 dataset describes 7 unconnected molecules or ions with the total composition C57H45F15NO3PS in a non-equilibrium geometry. The level of theory is the ωB97M-V functional and the def2-TZVPD basis.

```
123
Properties=species:S:1:pos:R:3:lowdin_charge:R:1
C -3.97 -4.43 4.18 -0.17
C -2.93 -4.41 2.87 -0.53
S -1.69 -5.82 2.90 0.76
C -0.31 -5.57 1.65 -0.46
C -0.56 -4.07 0.97 -0.16
C -1.47 -3.98 -0.42 0.08
C -1.80 -2.55 -1.21 0.04
C -2.71 -2.45 -2.59 -0.15
F -1.68 -2.27 -3.70 0.00
F -3.52 -1.18 -2.67 0.01
C -3.53 -3.79 -2.99 -0.10
F -2.56 -4.92 -3.27 0.03
F -4.16 -3.51 -4.33 0.03
C -4.74 -4.26 -2.01 -0.09
F -4.39 -5.30 -1.00 0.03
F -5.77 -4.93 -2.90 0.03
C -5.55 -3.08 -1.21 -0.13
F -6.25 -2.16 -2.18 0.04
F -6.68 -3.78 -0.48 0.03
F -4.78 -2.37 -0.17 0.06
C -1.09 -1.20 -0.51 0.05
C -0.18 -1.30 0.89 0.01
C 0.09 -2.74 1.69 -0.20
P 1.11 -2.86 3.33 0.89
N 2.54 -3.90 3.14 -0.21
O 0.14 -3.64 4.60 -0.40
C 0.47 0.08 1.52 -0.20
O 1.65 0.18 2.13 -0.07
C -0.42 1.49 1.34 -0.02
C -0.37 2.68 2.47 0.01
C -1.23 4.08 2.21 -0.04
C -2.11 4.19 0.81 -0.03
C -2.16 2.98 -0.34 0.01
C -1.30 1.61 -0.07 -0.02
C -1.21 0.32 -1.14 -0.20
O -1.18 0.64 -2.43 -0.03
H -3.42 -4.80 5.14 0.06
H -4.26 -3.29 4.37 0.09
H -4.97 -4.99 3.94 0.08
H -3.62 -4.55 1.92 0.07
H -2.43 -3.33 2.91 0.09
H -0.41 -6.44 0.86 0.09
H 0.79 -5.65 2.12 0.07
H -1.86 -5.02 -0.82 0.10
H 2.99 -3.82 2.20 0.05
H 2.37 -4.89 3.42 0.03
H 0.61 -3.42 5.47 0.07
H 0.30 2.53 3.44 0.10
H -1.18 4.97 3.00 0.09
H -2.70 5.20 0.60 0.07
H -2.79 3.14 -1.31 0.10
F 1.75 -2.67 -1.79 0.05
C 2.04 -1.96 -2.88 -0.28
C 3.00 -2.43 -3.77 -0.01
C 3.30 -1.69 -4.92 -0.07
C 2.65 -0.48 -5.15 -0.09
C 1.69 -0.01 -4.25 -0.06
C 1.38 -0.76 -3.12 -0.02
H 3.50 -3.37 -3.57 0.11
H 4.04 -2.06 -5.62 0.08
H 2.88 0.10 -6.04 0.08
H 1.18 0.93 -4.44 0.11
H 0.63 -0.41 -2.41 0.07
F 5.75 -1.64 -6.51 0.04
C 6.04 -0.93 -7.60 -0.28
C 7.00 -1.40 -8.49 -0.02
C 7.31 -0.67 -9.63 -0.08
C 6.65 0.55 -9.87 -0.10
C 5.69 1.02 -8.97 -0.08
C 5.38 0.27 -7.83 -0.01
H 7.51 -2.34 -8.29 0.12
H 8.05 -1.03 -10.34 0.10
H 6.89 1.12 -10.76 0.10
H 5.19 1.96 -9.16 0.11
H 4.64 0.62 -7.13 0.10
F -3.65 -6.81 6.17 0.04
C -3.41 -7.01 7.47 -0.29
C -2.10 -7.18 7.91 -0.02
C -1.86 -7.38 9.27 -0.08
C -2.92 -7.41 10.17 -0.10
C -4.23 -7.24 9.72 -0.08
C -4.48 -7.03 8.36 -0.02
H -1.29 -7.16 7.19 0.12
H -0.84 -7.51 9.62 0.10
H -2.73 -7.57 11.23 0.10
H -5.06 -7.27 10.42 0.10
H -5.49 -6.89 8.00 0.12
F -2.10 7.57 0.68 0.03
C -3.34 8.06 0.67 -0.30
C -3.74 8.94 1.67 -0.01
C -5.04 9.45 1.66 -0.08
C -5.92 9.08 0.64 -0.09
C -5.52 8.20 -0.36 -0.08
C -4.22 7.70 -0.35 -0.02
H -3.05 9.21 2.46 0.12
H -5.36 10.14 2.43 0.11
H -6.94 9.48 0.63 0.10
H -6.21 7.92 -1.15 0.11
H -3.88 7.02 -1.13 0.11
F 1.26 9.38 -4.58 0.06
C 1.11 9.27 -3.25 -0.29
C 0.06 8.52 -2.74 -0.01
C -0.09 8.41 -1.36 -0.08
C 0.81 9.05 -0.50 -0.09
C 1.86 9.80 -1.03 -0.08
C 2.01 9.91 -2.41 -0.02
H -0.63 8.04 -3.42 0.11
H -0.91 7.81 -0.95 0.08
H 0.68 8.96 0.57 0.10
H 2.55 10.31 -0.36 0.10
H 2.83 10.49 -2.83 0.11
F 8.56 -1.19 2.00 0.06
C 7.31 -0.70 1.99 -0.30
C 6.91 0.17 3.00 -0.02
C 5.62 0.69 2.98 -0.08
C 4.73 0.32 1.96 -0.09
C 5.14 -0.56 0.96 -0.08
C 6.44 -1.07 0.97 -0.02
H 7.61 0.44 3.78 0.11
H 5.30 1.38 3.76 0.10
H 3.72 0.72 1.96 0.07
H 4.45 -0.85 0.17 0.10
H 6.78 -1.75 0.19 0.11
```

Number 1: DFT total energy -3723.0597 a.u., LUMO -1.0 eV. Number 2: DFT total energy -4716.1295 a.u., LUMO -2.0 eV.